Entry 1:
The following is a DFT calculation (ωB97M-V/def2-TZVPD) of C31H30CuF10N3O5Te as an isolated structure at a distorted geometry.

Cartesian coordinates (Å):
Cu (-0.526, 0.451, -2.315)
C (-2.042, -1.058, 0.320)
C (-2.278, 0.440, 0.090)
N (-2.520, 0.775, -1.335)
C (-3.599, -0.002, -1.963)
C (-4.961, 0.244, -1.336)
C (-2.655, 2.215, -1.529)
C (-1.420, 2.955, -1.240)
N (-0.387, 2.340, -2.051)
C (0.854, 2.910, -2.132)
C (1.645, 2.618, -3.260)
F (1.160, 1.826, -4.239)
C (2.857, 3.220, -3.481)
F (3.456, 2.910, -4.610)
C (3.470, 4.047, -2.521)
C (2.695, 4.325, -1.393)
F (3.234, 5.022, -0.365)
C (1.414, 3.857, -1.263)
F (0.738, 4.244, -0.167)
H (-1.675, -1.202, 1.299)
H (-1.448, -1.452, -0.500)
H (-2.979, -1.634, 0.391)
H (-1.319, 0.914, 0.373)
H (-3.075, 0.844, 0.745)
H (-3.260, -1.051, -1.832)
H (-3.579, 0.141, -3.032)
H (-4.804, 0.421, -0.273)
H (-5.534, -0.681, -1.481)
H (-5.455, 1.120, -1.792)
H (-3.506, 2.573, -0.880)
H (-3.019, 2.310, -2.573)
H (-1.225, 2.787, -0.187)
H (-1.621, 4.018, -1.450)
H (4.458, 4.440, -2.606)
C (0.268, -3.111, -2.824)
C (-0.733, -2.298, -3.695)
O (-1.225, -1.189, -3.058)
C (-0.034, -1.924, -5.103)
F (0.514, -2.885, -5.742)
F (0.946, -0.966, -4.910)
F (-1.012, -1.382, -5.862)
C (-1.987, -3.157, -4.003)
F (-2.972, -2.575, -4.720)
F (-2.508, -3.602, -2.857)
F (-1.586, -4.292, -4.702)
H (1.174, -2.494, -2.835)
H (0.512, -4.020, -3.266)
H (-0.238, -3.175, -1.821)
C (-0.689, 0.815, 3.469)
Te (0.684, 2.425, 3.063)
C (0.527, 2.741, 5.174)
C (-0.078, 1.458, 5.758)
C (0.023, 1.133, 7.114)
C (-0.483, -0.047, 7.613)
C (-1.120, -0.939, 6.807)
C (-1.217, -0.632, 5.456)
C (-0.689, 0.551, 4.912)
H (-0.405, -0.089, 2.886)
H (-1.683, 1.048, 3.082)
H (-0.216, 3.529, 5.331)
H (1.465, 2.977, 5.637)
H (0.627, 1.727, 7.863)
H (-0.431, -0.255, 8.673)
H (-1.505, -1.855, 7.218)
H (-1.712, -1.323, 4.793)
O (1.010, 0.653, 0.379)
C (1.407, -0.172, -0.418)
O (1.147, -0.227, -1.674)
C (2.394, -1.174, 0.033)
C (2.493, -1.372, 1.410)
C (3.435, -2.262, 1.928)
C (4.187, -2.966, 1.074)
C (4.092, -2.811, -0.290)
C (3.185, -1.917, -0.822)
N (5.131, -3.917, 1.594)
O (6.132, -4.183, 0.951)
O (4.859, -4.446, 2.691)
H (1.949, -0.728, 2.111)
H (3.497, -2.436, 2.983)
H (4.769, -3.335, -0.930)
H (3.003, -1.786, -1.883)

Computed properties:
<S²> = 0.754
Highest occupied orbital energy (spin up / spin down) = -4.8622 / -4.9690 eV
LUMO (spin up / spin down) = 1.519 / 1.521 eV
Total charge = -1
Spin multiplicity = 2
E = -126449.2796 eV
Max |F| = 4.090 eV/A
Energy above the lowest of the compared OMol25 structures with the same formula, charge and spin = 15.4 kJ/mol

Entry 2:
The following is a DFT calculation (ωB97M-V/def2-TZVPD) of an isolated ion of composition C3H4NO and charge +1 at a distorted geometry.

Cartesian coordinates (Å):
C (1.043, -0.104, -0.001)
C (-0.779, 1.290, 0.000)
C (0.047, -1.126, 0.001)
N (-1.208, -0.969, -0.001)
O (-1.621, 0.414, 0.000)
H (1.547, 0.165, -0.920)
H (-0.922, 2.361, 0.005)
H (0.337, -2.178, -0.003)
H (1.556, 0.149, 0.919)

Computed properties:
Highest occupied orbital energy = -16.4460 eV
LUMO = -6.151 eV
Total charge = +1
Spin multiplicity = 1
E = -6700.0328 eV
Max |F| = 4.911 eV/A
Energy above the lowest of the compared OMol25 structures with the same formula, charge and spin = 447.5 kJ/mol

Entry 3:
The following is a DFT calculation (ωB97M-V/def2-TZVPD) of C32H63ClF3O6PSi2 as an isolated structure at a distorted geometry.

Cartesian coordinates (Å):
C (3.369, -0.759, 4.029)
C (3.083, 0.296, 3.163)
C (3.956, 0.677, 1.999)
Si (3.790, -0.394, 0.447)
C (4.389, -2.096, 0.969)
C (3.956, -3.236, 0.422)
C (5.062, 0.230, -0.802)
C (5.363, -0.774, -1.947)
C (6.510, -1.741, -1.640)
Cl (6.098, -3.346, -2.340)
O (2.261, -0.639, -0.154)
Si (1.131, 0.564, -0.436)
C (0.834, 1.778, 0.971)
C (-0.422, 2.666, 0.715)
C (-1.229, 2.921, 1.994)
C (-2.660, 3.404, 1.719)
C (-3.477, 2.469, 0.800)
C (-4.692, 1.810, 1.498)
C (-5.765, 1.502, 0.447)
C (-5.415, 0.245, -0.367)
C (-6.688, -0.351, -0.972)
C (-6.449, -1.270, -2.186)
C (-0.503, -0.371, -0.725)
C (-1.086, -1.089, 0.489)
O (-1.581, -0.189, 1.448)
C (-0.178, -2.149, 1.122)
F (0.491, -2.879, 0.211)
F (-0.982, -3.039, 1.788)
F (0.658, -1.658, 2.055)
P (1.371, 1.716, -2.355)
C (2.791, 1.052, -3.347)
C (1.804, 3.480, -1.970)
C (3.060, 3.698, -1.101)
H (3.185, -1.801, 3.798)
H (3.713, -0.475, 5.023)
H (2.189, 0.880, 3.386)
H (4.970, 0.502, 2.352)
H (3.893, 1.748, 1.815)
H (5.139, -2.138, 1.756)
H (3.453, -3.222, -0.537)
H (4.137, -4.183, 0.916)
H (5.989, 0.320, -0.221)
H (4.857, 1.228, -1.187)
H (4.463, -1.349, -2.165)
H (5.562, -0.185, -2.842)
H (6.685, -1.843, -0.576)
H (7.389, -1.398, -2.175)
H (0.623, 1.201, 1.872)
H (1.658, 2.472, 1.122)
H (-1.035, 2.304, -0.107)
H (-0.058, 3.647, 0.403)
H (-0.721, 3.755, 2.492)
H (-1.190, 2.086, 2.693)
H (-3.217, 3.570, 2.640)
H (-2.556, 4.367, 1.213)
H (-2.879, 1.657, 0.392)
H (-3.821, 3.058, -0.053)
H (-4.318, 0.877, 1.917)
H (-5.071, 2.477, 2.272)
H (-5.811, 2.320, -0.274)
H (-6.757, 1.390, 0.887)
H (-4.978, -0.516, 0.286)
H (-4.672, 0.463, -1.135)
H (-7.239, -0.906, -0.212)
H (-7.350, 0.453, -1.303)
H (-5.563, -0.965, -2.740)
H (-7.327, -1.246, -2.827)
H (-6.274, -2.293, -1.852)
H (-0.286, -1.145, -1.466)
H (-1.235, 0.299, -1.169)
H (-1.951, -1.663, 0.135)
H (-2.236, -0.674, 1.983)
H (2.963, 0.000, -3.143)
H (2.481, 1.117, -4.390)
H (3.686, 1.663, -3.255)
H (2.021, 3.904, -2.952)
H (0.930, 4.005, -1.596)
H (3.923, 3.788, -1.760)
H (3.000, 4.637, -0.549)
H (3.250, 2.882, -0.408)
O (-3.333, -1.247, 3.197)
C (-3.406, -0.887, 4.347)
O (-4.146, 0.184, 4.634)
C (-4.435, 0.613, 5.969)
C (-3.323, 1.470, 6.535)
C (-2.615, -1.574, 5.430)
H (-4.671, -0.240, 6.606)
H (-5.347, 1.202, 5.888)
H (-2.387, 0.916, 6.611)
H (-3.589, 1.833, 7.528)
H (-3.139, 2.325, 5.884)
H (-1.596, -1.189, 5.413)
H (-2.594, -2.639, 5.211)
H (-3.029, -1.456, 6.428)
O (0.553, -0.589, -7.160)
C (0.945, -1.553, -6.565)
O (2.160, -1.510, -5.984)
C (2.656, -2.534, -5.118)
C (3.282, -3.668, -5.904)
C (0.144, -2.833, -6.520)
H (1.879, -2.875, -4.432)
H (3.420, -2.053, -4.507)
H (2.554, -4.165, -6.545)
H (3.710, -4.411, -5.230)
H (4.071, -3.285, -6.551)
H (0.316, -3.387, -7.442)
H (-0.910, -2.571, -6.456)
H (0.369, -3.473, -5.670)

Computed properties:
Highest occupied orbital energy = -7.1186 eV
LUMO = 0.169 eV
Total charge = 0
Spin multiplicity = 1
E = -92210.1066 eV
Max |F| = 2.152 eV/A
Energy above the lowest of the compared OMol25 structures with the same formula, charge and spin = 150.5 kJ/mol

Entry 4:
The following is a DFT calculation (ωB97M-V/def2-TZVPD) of one molecule with the formula C5H8O at a distorted geometry.

Cartesian coordinates (Å):
O (-2.854, 0.268, -0.471)
C (-1.909, -0.489, -0.532)
C (-0.573, -0.270, 0.098)
C (0.008, 1.095, 0.520)
C (1.401, 0.572, 0.062)
C (0.830, -0.811, -0.331)
H (-2.012, -1.484, -1.015)
H (-0.471, -0.997, 0.904)
H (-0.324, 2.006, 0.000)
H (-0.111, 1.289, 1.591)
H (1.800, 1.112, -0.795)
H (2.156, 0.515, 0.849)
H (0.972, -1.269, -1.309)
H (1.135, -1.567, 0.417)

Computed properties:
Structure (SMILES) = O=CC1CCC1
Highest occupied orbital energy = -9.7033 eV
LUMO = 0.858 eV
Total charge = 0
Spin multiplicity = 1
E = -7360.1949 eV
Max |F| = 2.257 eV/A
Energy above the lowest of the compared OMol25 structures with the same formula, charge and spin = 198.8 kJ/mol

Entry 5:
The following is a DFT calculation (ωB97M-V/def2-TZVPD) of one molecule with the formula C4H4BClO2S at a distorted geometry.

Cartesian coordinates (Å):
O (-1.440, 1.311, 0.013)
B (-1.224, -0.008, -0.003)
O (-2.090, -1.023, -0.145)
C (0.405, -0.390, 0.183)
C (1.480, 0.532, 0.034)
C (2.806, -0.115, 0.085)
Cl (4.317, 0.760, -0.102)
C (2.730, -1.469, 0.060)
S (1.052, -1.981, 0.094)
H (-2.277, 1.819, -0.194)
H (-2.945, -0.836, -0.382)
H (1.191, 1.506, 0.131)
H (3.358, -2.335, -0.036)

Computed properties:
Structure (SMILES) = OB(O)c1cc(Cl)cs1
Highest occupied orbital energy = -8.8711 eV
LUMO = 0.073 eV
Total charge = 0
Spin multiplicity = 1
E = -32343.9270 eV
Max |F| = 4.588 eV/A
Energy above the lowest of the compared OMol25 structures with the same formula, charge and spin = 10.1 kJ/mol

Entry 6:
The following is a DFT calculation (ωB97M-V/def2-TZVPD) of C24H49BrCl18F3InNO3 as an isolated structure at a distorted geometry.

Cartesian coordinates (Å):
N (-0.459, -6.962, -1.115)
C (-0.792, -5.959, -2.237)
C (-0.431, -4.473, -1.644)
O (0.836, -4.009, -2.276)
C (-1.598, -3.340, -1.849)
In (-1.810, -1.917, -0.048)
O (-2.456, -2.948, 1.709)
Br (-3.639, -0.043, -0.603)
C (0.174, -0.840, 0.435)
C (1.423, -1.895, 0.552)
O (2.536, -1.607, -0.412)
C (2.016, -2.109, 2.065)
F (3.215, -1.259, 2.255)
F (1.018, -1.984, 3.155)
F (2.500, -3.540, 2.120)
H (-0.117, -7.864, -1.525)
H (-1.276, -7.096, -0.479)
H (-0.062, -6.251, -3.131)
H (-1.909, -6.094, -2.568)
H (-0.282, -4.588, -0.467)
H (0.654, -3.619, -3.190)
H (-2.684, -3.789, -1.999)
H (-1.322, -2.672, -2.798)
H (-3.306, -3.432, 1.471)
H (-0.006, -0.331, 1.490)
H (0.354, 0.019, -0.375)
H (1.001, -2.956, 0.208)
H (2.250, -0.899, -1.067)
Cl (-8.359, 0.108, 0.319)
C (-7.215, 0.943, 1.401)
C (-6.970, 2.382, 0.975)
Cl (-6.064, 2.486, -0.555)
H (-6.287, 0.365, 1.424)
H (-7.655, 0.921, 2.402)
H (-6.370, 2.896, 1.733)
H (-7.908, 2.932, 0.853)
Cl (5.772, 0.019, 6.813)
C (5.403, 0.048, 5.070)
C (5.657, -1.296, 4.407)
Cl (7.392, -1.696, 4.339)
H (5.998, 0.844, 4.611)
H (4.346, 0.316, 4.975)
H (5.297, -1.274, 3.374)
H (5.142, -2.107, 4.930)
Cl (6.933, -0.275, 10.105)
C (5.253, -0.573, 10.619)
C (4.955, 0.026, 11.984)
Cl (5.822, -0.816, 13.292)
H (5.081, -1.654, 10.606)
H (4.607, -0.117, 9.863)
H (3.887, -0.063, 12.204)
H (5.224, 1.086, 12.026)
Cl (-1.130, 2.021, -3.675)
C (-1.928, 3.564, -3.277)
C (-3.432, 3.504, -3.493)
Cl (-3.860, 3.382, -5.218)
H (-1.464, 4.350, -3.880)
H (-1.711, 3.769, -2.225)
H (-3.897, 4.420, -3.116)
H (-3.881, 2.654, -2.970)
Cl (-1.146, 1.677, 0.980)
C (0.205, 2.560, 1.735)
C (-0.147, 4.012, 2.021)
Cl (-0.332, 4.966, 0.528)
H (1.074, 2.478, 1.076)
H (0.437, 2.043, 2.670)
H (0.655, 4.481, 2.599)
H (-1.075, 4.096, 2.595)
Cl (-3.786, -5.561, -3.534)
C (-2.946, -5.377, -5.094)
C (-2.942, -3.935, -5.577)
Cl (-4.568, -3.378, -6.045)
H (-3.424, -6.044, -5.818)
H (-1.919, -5.721, -4.943)
H (-2.309, -3.843, -6.465)
H (-2.557, -3.255, -4.812)
Cl (11.338, -3.167, 7.289)
C (10.969, -3.138, 5.546)
C (11.224, -4.482, 4.883)
Cl (12.958, -4.882, 4.815)
H (11.564, -2.343, 5.087)
H (9.913, -2.871, 5.452)
H (10.864, -4.461, 3.850)
H (10.708, -5.294, 5.406)
Cl (-5.792, 6.342, -8.999)
C (-6.238, 5.248, -7.664)
C (-7.553, 5.646, -7.012)
Cl (-7.422, 7.178, -6.113)
H (-5.416, 5.241, -6.943)
H (-6.324, 4.246, -8.093)
H (-7.855, 4.880, -6.291)
H (-8.353, 5.753, -7.750)
Cl (-0.071, 7.047, -7.854)
C (-1.751, 6.750, -7.340)
C (-2.049, 7.349, -5.975)
Cl (-1.182, 6.507, -4.667)
H (-1.923, 5.669, -7.352)
H (-2.398, 7.206, -8.095)
H (-3.117, 7.260, -5.755)
H (-1.780, 8.409, -5.933)

Computed properties:
Highest occupied orbital energy = -5.6921 eV
LUMO = 1.774 eV
Total charge = -1
Spin multiplicity = 1
E = -342088.9594 eV
Max |F| = 4.979 eV/A

Entry 7:
The following is a DFT calculation (ωB97M-V/def2-TZVPD) of C28H25FeN10S3 as an isolated structure at a distorted geometry.

Cartesian coordinates (Å):
Fe (-1.089, 0.542, -0.571)
C (3.648, -1.175, -4.638)
C (2.951, -0.627, -3.425)
C (3.146, -1.201, -2.171)
C (2.455, -0.763, -1.058)
C (1.558, 0.297, -1.161)
N (0.761, 0.746, -0.120)
C (1.331, 1.321, 0.970)
C (2.670, 1.769, 0.976)
C (3.220, 2.415, 2.058)
C (2.475, 2.701, 3.201)
C (3.058, 3.481, 4.343)
C (1.157, 2.277, 3.214)
C (0.605, 1.574, 2.149)
N (-0.707, 1.071, 2.298)
C (-1.254, 0.682, 3.459)
C (-2.574, 0.368, 3.225)
C (-2.750, 0.579, 1.866)
N (-1.619, 1.015, 1.295)
C (1.398, 0.900, -2.413)
C (2.060, 0.433, -3.539)
N (0.532, 2.015, -2.498)
C (0.634, 3.076, -3.325)
C (-0.450, 3.888, -3.096)
C (-1.184, 3.233, -2.103)
N (-0.579, 2.113, -1.743)
H (4.587, -1.657, -4.367)
H (3.868, -0.388, -5.360)
H (3.026, -1.919, -5.138)
H (3.836, -2.030, -2.074)
H (2.596, -1.238, -0.095)
H (3.283, 1.605, 0.100)
H (4.255, 2.730, 2.003)
H (4.126, 3.289, 4.444)
H (2.582, 3.217, 5.287)
H (2.930, 4.556, 4.197)
H (0.531, 2.504, 4.067)
H (-0.662, 0.662, 4.355)
H (-3.305, 0.022, 3.931)
H (-3.629, 0.419, 1.268)
H (1.868, 0.884, -4.504)
H (1.478, 3.174, -3.983)
H (-0.680, 4.823, -3.572)
H (-2.114, 3.513, -1.643)
S (-1.607, -0.287, -2.841)
C (-3.082, -0.419, -1.907)
S (-3.390, 1.071, -1.111)
C (-3.757, -1.588, -1.626)
C (-3.421, -2.808, -2.252)
N (-3.134, -3.818, -2.728)
C (-4.763, -1.617, -0.632)
N (-5.552, -1.689, 0.205)
C (-2.898, -3.482, 3.048)
C (-1.393, -3.250, 2.947)
C (-0.995, -2.908, 1.548)
N (-0.821, -1.702, 1.145)
N (-0.601, -1.581, -0.192)
C (-0.578, -2.748, -0.801)
N (-0.252, -2.964, -2.097)
S (-0.857, -4.080, 0.274)
H (-3.185, -3.730, 4.070)
H (-3.216, -4.301, 2.402)
H (-3.444, -2.591, 2.741)
H (-0.841, -4.127, 3.294)
H (-1.093, -2.404, 3.566)
H (-0.404, -2.122, -2.654)
H (-0.745, -3.750, -2.506)

Computed properties:
<S²> = 0.819
Highest occupied orbital energy (spin up / spin down) = -7.2419 / -7.2583 eV
LUMO (spin up / spin down) = -0.954 / -0.274 eV
Total charge = 0
Spin multiplicity = 2
E = -111234.7470 eV
Max |F| = 1.777 eV/A
Energy above the lowest of the compared OMol25 structures with the same formula, charge and spin = 111.8 kJ/mol

Entry 8:
The following is a DFT calculation (ωB97M-V/def2-TZVPD) of a 4-piece molecular cluster, C18H33ClN6 overall at a distorted geometry.

Cartesian coordinates (Å):
C (-1.608, -0.782, -1.645)
C (-0.537, -1.918, -1.647)
N (-0.786, -2.659, -0.474)
C (-1.589, -3.724, -0.331)
C (-1.780, -3.919, 1.057)
N (-0.949, -3.121, 1.780)
C (-0.289, -2.342, 0.852)
C (-0.886, -2.971, 3.204)
H (-1.486, -0.079, -0.821)
H (-2.627, -1.150, -1.771)
H (-1.331, -0.112, -2.459)
H (0.409, -1.465, -1.350)
H (-0.371, -2.496, -2.556)
H (-2.108, -4.161, -1.171)
H (-2.514, -4.536, 1.554)
H (0.295, -1.457, 1.054)
H (-0.562, -1.961, 3.454)
H (-0.103, -3.585, 3.647)
H (-1.807, -3.353, 3.644)
C (-2.856, 3.668, 0.289)
C (-3.478, 2.333, -0.004)
N (-3.273, 1.387, 1.098)
C (-2.086, 1.023, 1.725)
C (-2.476, 0.199, 2.895)
N (-3.826, -0.020, 2.814)
C (-4.330, 0.749, 1.756)
C (-4.637, -0.762, 3.718)
H (-3.161, 4.022, 1.274)
H (-2.979, 4.406, -0.504)
H (-1.804, 3.493, 0.511)
H (-3.119, 1.862, -0.919)
H (-4.521, 2.593, -0.189)
H (-1.120, 1.416, 1.444)
H (-1.901, -0.003, 3.786)
H (-5.401, 0.847, 1.665)
H (-4.497, -1.842, 3.751)
H (-5.674, -0.516, 3.488)
H (-4.495, -0.386, 4.731)
C (5.157, 1.477, -4.843)
C (4.121, 0.659, -4.118)
N (4.085, 0.721, -2.709)
C (3.150, 0.080, -1.963)
C (3.592, 0.171, -0.658)
N (4.563, 1.128, -0.570)
C (4.937, 1.401, -1.820)
C (5.040, 1.763, 0.658)
H (6.197, 1.171, -4.730)
H (5.074, 2.525, -4.556)
H (4.955, 1.346, -5.906)
H (4.020, -0.387, -4.406)
H (3.125, 0.995, -4.408)
H (2.306, -0.456, -2.370)
H (3.150, -0.176, 0.264)
H (5.795, 2.004, -2.075)
H (4.507, 1.552, 1.585)
H (4.985, 2.818, 0.391)
H (6.100, 1.541, 0.779)
Cl (1.400, 0.989, 2.106)

Computed properties:
Highest occupied orbital energy = -12.7384 eV
LUMO = -5.036 eV
Total charge = +2
Spin multiplicity = 1
E = -40648.4890 eV
Max |F| = 6.093 eV/A
Energy above the lowest of the compared OMol25 structures with the same formula, charge and spin = 303.0 kJ/mol

spin multiplicity of number 6 (C24H49BrCl18F3InNO3)? 1

spin multiplicity of number 3 (C32H63ClF3O6PSi2)? 1